C24H32KNO4Te | ωB97M-V/def2-TZVPD

Geometry as XYZ:
```
63
Properties=species:S:1:pos:R:3:lowdin_spin:R:1
K -0.461 -2.990 3.493 0.0073
C 2.310 -5.359 0.504 0.0000
C 0.957 -4.974 1.129 0.0001
C -0.171 -5.552 0.254 0.0004
O 0.874 -3.514 1.104 0.0019
C 0.727 -5.498 2.562 0.0001
O 1.649 -5.963 3.248 0.0001
O -0.485 -5.369 3.008 0.0002
H 2.763 -4.641 -0.217 0.0000
H 2.172 -6.301 -0.069 0.0000
H 3.041 -5.677 1.269 0.0000
H -0.135 -5.268 -0.833 0.0003
H -1.174 -5.256 0.613 0.0001
H -0.105 -6.621 0.406 0.0000
H 0.091 -3.273 0.578 0.0020
C -4.259 -0.481 1.543 0.0073
C -2.817 -0.461 1.037 0.0055
O -2.020 -1.340 1.649 0.0294
N -2.304 0.460 0.257 0.0736
Te -0.344 -0.016 0.168 0.2591
C -0.102 0.524 -1.957 0.0608
C -1.214 0.365 -2.831 0.0141
C -2.570 -0.223 -2.445 0.0065
C -1.041 0.682 -4.213 0.0033
C 0.104 1.288 -4.703 0.0036
C 0.165 1.700 -6.133 0.0008
C 1.081 1.573 -3.777 0.0001
C 1.047 1.157 -2.412 0.0087
C 2.192 1.346 -1.498 0.0238
C 0.300 1.712 1.308 0.1215
C -0.203 3.027 1.041 0.0553
C -1.232 3.234 -0.032 0.0113
C 0.264 4.129 1.751 0.0007
C 1.321 3.999 2.672 0.0954
C 2.032 5.226 3.154 0.0171
C 1.600 2.739 3.139 0.0001
C 1.098 1.586 2.482 0.1022
C 1.375 0.225 3.030 0.0268
H -4.796 -1.246 0.915 0.0002
H -4.860 0.407 1.463 0.0008
H -4.371 -0.791 2.592 0.0006
H -2.570 -1.109 -1.784 0.0043
H -3.081 -0.479 -3.383 0.0003
H -3.139 0.571 -1.916 0.0013
H -1.953 0.464 -4.800 0.0009
H -0.683 2.284 -6.459 0.0002
H 0.200 0.868 -6.811 0.0002
H 0.946 2.373 -6.471 0.0000
H 1.990 1.989 -4.211 0.0001
H 3.059 1.780 -2.058 0.0026
H 2.582 0.490 -0.962 0.0103
H 1.869 2.016 -0.710 0.0038
H -2.010 2.474 -0.117 0.0035
H -0.813 3.294 -1.032 0.0018
H -1.705 4.223 0.100 0.0006
H -0.130 5.135 1.748 0.0002
H 2.989 5.107 3.693 0.0009
H 1.407 5.742 3.958 0.0089
H 2.081 6.038 2.387 0.0025
H 2.165 2.575 4.102 0.0004
H 2.154 0.228 3.779 0.0001
H 1.725 -0.379 2.210 0.0087
H 0.419 -0.253 3.489 0.0072
```

## Properties
multiplicity	2
total charge	-1
E_tot	-58704.61887	eV
HOMO (alpha / beta)	-0.0468 / -0.2021	Eh
Kohn-Sham gap (alpha / beta)	3.3 / 7.4	eV
LUMO energy (alpha / beta)	2.00 / 1.94	eV
strongest force on any atom	3.7	eV Å⁻¹
energy above the lowest of the compared OMol25 structures with the same formula, charge and spin	44.7	kcal/mol